No. 1
A structure of composition C48H37NNiO4P2S at a distorted geometry. Source: OMol25; level of theory: ωB97M-V with the def2-TZVPD basis set.

Each line ends with the Löwdin charge.
Element x y z (Å)
Ni 0.2385 -0.0233 -0.1415  0.223
O 2.8047 -3.1824 -0.6396  0.072
C 1.6664 -2.8129 -0.4175  -0.621
O 1.3315 -1.6976 0.1129  -0.139
C 0.4953 -3.7555 -0.6964  -0.153
C 0.6660 -5.1126 -0.4676  -0.011
C -0.4028 -5.9805 -0.6138  -0.066
C -1.6521 -5.4926 -0.9659  -0.074
C -1.8314 -4.1418 -1.2018  -0.084
C -0.7527 -3.2712 -1.1043  -0.288
P -0.9065 -1.5100 -1.5096  1.138
C -2.3804 -1.3912 -2.5899  -0.346
C -3.2691 -0.3319 -2.4701  -0.093
C -4.3027 -0.1943 -3.3843  -0.084
C -4.4481 -1.1147 -4.4094  -0.084
C -3.5567 -2.1710 -4.5360  -0.069
C -2.5200 -2.3033 -3.6328  -0.095
C 0.2970 -1.3005 -2.8529  -0.304
C 1.1252 -2.2086 -3.3886  -0.060
C 2.2151 -1.7988 -4.2388  -0.060
C 2.5027 -0.5089 -4.4560  -0.030
C 1.7109 0.5957 -3.8597  -0.192
C 0.4616 0.1646 -3.0750  -0.264
H 1.6409 -5.4660 -0.1607  0.122
H -0.2657 -7.0369 -0.4410  0.103
H -2.4956 -6.1609 -1.0551  0.103
H -2.8056 -3.7579 -1.4707  0.103
H -3.1406 0.3893 -1.6716  0.093
H -4.9951 0.6317 -3.2972  0.102
H -5.2545 -1.0049 -5.1202  0.102
H -3.6661 -2.8868 -5.3409  0.107
H -1.8083 -3.1100 -3.7364  0.111
H 1.0272 -3.2621 -3.1652  0.112
H 2.8304 -2.5791 -4.6601  0.103
H 3.3849 -0.2273 -5.0155  0.113
H 1.5680 1.4347 -4.5458  0.143
H -0.4842 0.6604 -3.3235  0.139
O -0.7797 -1.7729 1.8287  -0.038
N -0.7709 -0.3886 1.6851  -0.053
C -1.7605 0.1872 2.2717  -0.069
C -1.9649 1.6091 2.3945  -0.194
C -2.8188 2.0436 3.4210  -0.032
C -3.0494 3.3804 3.6513  -0.067
C -2.4497 4.3339 2.8358  -0.056
C -1.6232 3.9295 1.8090  -0.093
C -1.3600 2.5806 1.5752  -0.265
P -0.2856 2.1205 0.1742  1.086
C -0.6868 3.4267 -1.0205  -0.344
C 0.2843 4.0026 -1.8342  -0.083
C -0.0670 4.9939 -2.7340  -0.070
C -1.3776 5.4352 -2.8179  -0.077
C -2.3541 4.8360 -2.0367  -0.076
C -2.0165 3.8199 -1.1655  -0.107
C 1.3113 2.5935 0.9305  -0.318
C 2.0960 1.5527 1.4201  -0.083
C 3.2193 1.8187 2.1798  -0.058
C 3.5679 3.1303 2.4576  -0.075
C 2.8137 4.1704 1.9362  -0.073
C 1.6892 3.9089 1.1735  -0.083
H 0.0559 -2.0585 1.3859  0.066
H -2.4844 -0.4436 2.7882  0.141
H -3.2886 1.3022 4.0512  0.113
H -3.6979 3.6871 4.4583  0.107
H -2.6194 5.3860 3.0065  0.108
H -1.1697 4.6757 1.1731  0.103
H 1.3129 3.6839 -1.7396  0.093
H 0.6903 5.4334 -3.3651  0.105
H -1.6461 6.2410 -3.4848  0.104
H -3.3825 5.1592 -2.0981  0.105
H -2.7814 3.3485 -0.5618  0.108
H 1.8193 0.5204 1.1924  0.075
H 3.8168 1.0012 2.5545  0.112
H 4.4278 3.3414 3.0774  0.105
H 3.0993 5.1935 2.1317  0.104
H 1.1148 4.7287 0.7652  0.101
C 8.2503 4.3561 -2.2538  -0.053
C 8.7698 3.5516 -3.4067  -0.764
O 9.7381 3.8313 -4.0560  0.006
S 7.9568 2.0050 -3.7843  1.034
C 6.3263 1.9589 -3.0473  -0.538
C 5.9761 0.7841 -2.3899  -0.095
C 4.6561 0.5365 -2.0732  -0.003
C 3.6721 1.4674 -2.4067  -0.179
C 4.0504 2.6883 -2.9700  -0.021
C 5.3691 2.9361 -3.3002  -0.101
C 2.2936 1.0171 -2.4934  -0.166
C 1.1913 0.6550 -1.8194  -0.102
H 8.2530 5.4124 -2.5231  0.091
H 8.9504 4.2147 -1.4278  0.095
H 7.2624 4.0421 -1.9330  0.053
H 6.7328 0.0375 -2.2008  0.104
H 4.3582 -0.4038 -1.6305  0.125
H 3.2950 3.4243 -3.2147  0.108
H 5.6380 3.8556 -3.8013  0.112

The spin multiplicity is 3. The energy relative to the best compared isomer or geometry (same formula, charge and spin) comes out at 32.6 kcal/mol. The expectation value of S² is 2.01. The frontier orbital gap (spin up / spin down) comes out at 6.416 / 6.967 eV. As for the charge: 0.

***

No. 2
The molecule C4H6N2S at a distorted geometry. Source: OMol25; level of theory: ωB97M-V with the def2-TZVPD basis set.

Each line ends with the natural charge from an NBO analysis.
Element x y z (Å)
C 1.4162 0.2264 0.9098  0.086
C 1.7035 0.4984 -0.5856  -0.078
C -0.5612 1.1932 0.3953  -0.111
C -1.5003 -1.3658 -0.3724  -0.719
N 0.3121 0.6595 1.3564  -0.404
N 0.7372 0.9688 -1.1877  -0.378
S -2.0408 0.4688 -0.0590  0.277
H 2.2180 -0.2022 1.5326  0.193
H 2.6448 0.3289 -0.9677  0.188
H -0.5854 2.2688 0.5193  0.239
H -0.6998 -1.5645 -1.1548  0.238
H -2.3634 -1.7228 -0.9928  0.237
H -1.2809 -1.7573 0.6067  0.229

The energy relative to the best compared isomer or geometry (same formula, charge and spin) comes out at 79.1 kcal/mol. The frontier orbital gap comes out at 8.827 eV. As for the charge: 0.

***

No. 3
A cluster of 2 separate species, C4H11NO2 in total at a distorted geometry. Source: OMol25; level of theory: ωB97M-V with the def2-TZVPD basis set.

Each line ends with the natural charge from an NBO analysis.
Element x y z (Å)
C -0.5169 -1.6352 -0.5389  -0.594
C 0.6834 -0.5430 -0.3498  -0.044
N 0.2263 0.5858 0.4273  -0.883
C 1.1643 -0.0626 -1.7049  -0.520
C 2.1059 1.1954 -1.2854  0.449
O 2.9300 1.0869 -0.4182  -0.519
H -1.3024 -1.2388 -1.0425  0.193
H -0.1144 -2.4350 -1.2338  0.186
H -0.8321 -2.0916 0.3708  0.203
H 1.2976 -1.1271 0.2895  0.215
H 0.4244 0.8357 1.3696  0.392
H -0.1448 1.3874 -0.0359  0.359
H 1.7143 -0.8678 -2.2495  0.240
H 0.5250 0.4741 -2.4175  0.213
H 2.1515 2.0673 -2.0035  0.110
O -3.2432 1.1548 3.6404  -0.929
H -3.0158 0.3826 3.1176  0.465
H -4.0531 0.8311 4.0647  0.464

The energy relative to the best compared isomer or geometry (same formula, charge and spin) comes out at 59.9 kcal/mol. As for the SMILES: C[C@H](N)CC=O.O. The frontier orbital gap comes out at 9.405 eV. As for the charge: 0.

***

No. 4
A structure of composition C12H17Be2BrCl4FI2NNaO5S at a distorted geometry. Source: OMol25; level of theory: ωB97M-V with the def2-TZVPD basis set.

Each line ends with the natural charge from an NBO analysis.
Element x y z (Å)
C -4.2367 0.2339 0.6015  -0.619
C -4.1131 1.0421 -0.7085  -0.445
C -3.6435 0.2334 -1.9623  -0.237
Cl -4.6206 0.8667 -3.3747  -0.033
C -2.1612 0.4762 -2.3505  0.579
F -1.9857 1.7859 -2.5973  -0.301
O -1.9314 -0.2161 -3.6063  -0.620
S -1.2883 -1.6509 -3.2145  2.514
O -2.1995 -2.6972 -2.7740  -0.981
O -0.4243 -2.1132 -4.2280  -0.840
O -0.4487 -1.2920 -1.8310  -0.650
C -1.0868 -0.0842 -1.3511  -0.074
C -0.2415 0.9650 -0.6264  -0.199
I -0.9821 1.6316 1.2824  0.255
C 0.8746 1.4925 -1.0988  -0.149
C 1.4594 1.0535 -2.4577  -0.726
I 1.9352 3.0174 0.0274  0.629
H -3.3487 -0.3551 0.8678  0.208
H -4.4189 0.9169 1.4495  0.225
H -5.0636 -0.4854 0.4970  0.235
H -5.1291 1.3946 -0.9485  0.250
H -3.4945 1.9462 -0.5704  0.218
H -3.9209 -0.8264 -1.8717  0.265
H -1.7365 -0.4598 -0.5297  0.248
H 1.0786 1.6709 -3.2949  0.274
H 1.2134 0.0089 -2.6934  0.261
H 2.5551 1.1569 -2.4307  0.263
Be -1.8556 -3.6040 -0.8105  0.566
Br 2.2836 3.3227 2.6442  -0.256
N 5.2416 1.5522 4.2391  -0.483
C 4.8996 0.3422 3.7219  -0.048
C 5.8724 -0.5585 4.0830  -0.391
C 6.8387 0.1481 4.8587  -0.331
C 6.4178 1.4453 4.9367  -0.051
H 4.7099 2.3983 4.1260  0.427
H 4.0002 0.2222 3.1422  0.221
H 5.8905 -1.6051 3.8183  0.226
H 7.7347 -0.2528 5.3049  0.242
H 6.8500 2.3015 5.4252  0.229
Cl 2.9173 -0.5412 -1.1609  -0.022
Na 0.2733 -4.8024 0.5163  0.678
Cl -3.8021 -3.0943 0.5062  -0.793
O -7.4294 -0.7818 -3.7085  -0.935
H -7.0949 -1.5987 -4.0903  0.467
H -6.6706 -0.4077 -3.2461  0.464
Cl 4.6010 -1.9859 -0.4558  -0.003
Be 5.6812 -2.2125 5.9443  0.245

The frontier orbital gap comes out at 1.723 eV. As for the charge: +1.

***

No. 5
The molecule C4H8N2S at a distorted geometry. Source: OMol25; level of theory: ωB97M-V with the def2-TZVPD basis set.

Each line ends with the natural charge from an NBO analysis.
Element x y z (Å)
C -0.2785 -1.6814 0.4106  -0.699
C 0.0177 -0.2089 0.1493  0.191
N -0.7684 0.7505 0.4583  -0.245
N -2.0181 0.4703 1.0580  -0.669
C 1.2421 0.1473 -0.5681  -0.335
C 1.5711 1.6191 -0.7748  -0.474
S 1.0226 0.7424 -2.2787  0.102
H -1.0328 -1.8936 1.2084  0.230
H 0.5746 -2.2921 0.6422  0.232
H -0.7116 -2.1597 -0.4878  0.230
H -2.6201 1.2979 1.0768  0.378
H -2.4536 -0.4163 0.6222  0.351
H 2.0673 -0.5330 -0.4788  0.230
H 2.5877 1.9334 -0.7349  0.224
H 0.7999 2.2242 -0.3026  0.253

The energy relative to the best compared isomer or geometry (same formula, charge and spin) comes out at 54.7 kcal/mol. As for the SMILES: C/C(=N\N)[C@@H]1CS1. The frontier orbital gap comes out at 9.377 eV. As for the charge: 0.

***

No. 6
A cluster of 2 separate species, C14H16Cl4O7P in total at a distorted geometry. Source: OMol25; level of theory: ωB97M-V with the def2-TZVPD basis set.

Each line ends with the natural charge from an NBO analysis.
Element x y z (Å)
Cl 0.2704 -4.9472 -4.1342  0.019
C 0.5161 -3.6779 -3.0160  -0.073
C 0.8365 -2.4018 -3.4807  -0.222
Cl 0.9000 -2.0600 -5.1532  0.012
C 0.9531 -1.2659 -2.5842  0.423
O 0.9885 -0.0872 -2.9704  -0.672
C 1.0447 -1.6297 -1.1394  0.243
O 1.7423 -0.9507 -0.3558  -0.448
C 0.4727 -2.8921 -0.7299  -0.100
Cl 0.0213 -3.0613 0.8856  0.064
C 0.2976 -3.9319 -1.6201  -0.184
Cl -0.2775 -5.4419 -1.0704  0.013
C 3.7697 2.8439 1.0690  -0.633
C 3.0919 1.4968 0.8996  -0.043
O 1.7914 1.6088 1.5431  -0.852
P 0.3502 1.0271 1.2924  2.371
C 0.3833 0.5593 -0.4470  -0.618
C -0.9856 0.4908 -1.0631  0.776
O -1.5923 1.3429 -1.6941  -0.593
O -1.4394 -0.7780 -0.8304  -0.525
C -2.6233 -1.2114 -1.5703  -0.081
C -3.5676 -1.8411 -0.5777  -0.629
O -0.0514 -0.1223 2.1337  -1.104
O -0.5178 2.3660 1.6436  -0.826
C -1.4891 2.4308 2.7536  -0.059
C -0.9749 3.2696 3.9205  -0.635
H 4.4612 3.0672 0.2642  0.208
H 3.0291 3.6479 1.1317  0.226
H 4.3398 2.8519 1.9999  0.200
H 2.9746 1.1798 -0.1457  0.204
H 3.6537 0.7232 1.4387  0.185
H 1.0911 0.9307 -1.1626  0.288
H -3.0857 -0.3512 -2.0794  0.211
H -2.2556 -1.9330 -2.3179  0.193
H -4.3144 -2.4243 -1.1192  0.204
H -3.0392 -2.4774 0.1441  0.231
H -4.1204 -1.0705 -0.0066  0.203
H -2.4083 2.8621 2.3293  0.179
H -1.6724 1.4048 3.1099  0.210
H -1.4913 2.9991 4.8517  0.207
H 0.0995 3.1172 4.1049  0.225
H -1.1725 4.3370 3.7525  0.199

The energy relative to the best compared isomer or geometry (same formula, charge and spin) comes out at 71.2 kcal/mol. The frontier orbital gap comes out at 5.549 eV. As for the charge: -1.